The following is a DFT calculation (ωB97M-V with the def2-TZVPD basis set) of a 5-piece molecular cluster, C22H44O14S5 overall.

As for the SMILES: CCOCCO[C@H]1COS(=O)(=O)O1.O=S1(=O)CCCC1.O=S1(=O)CCCC1.O=S1(=O)CCCC1.O=S1(=O)CCCC1. The total energy comes out at -3908.816835 Eh. The HOMO energy comes out at -9.2 eV. The largest force on an atom comes out at 4.04 eV Å⁻¹. Its HOMO-LUMO gap is 9.603 eV.

Atoms and positions in Å:
C 2.28 2.96 1.48
C 1.03 2.20 0.91
O 1.16 0.79 1.14
C -0.10 0.24 1.50
C -1.06 0.04 0.26
O -2.44 0.11 0.67
C -3.02 1.39 0.50
C -3.77 1.59 1.90
O -3.53 2.91 2.49
S -2.89 3.79 1.26
O -1.92 4.81 1.68
O -4.01 4.45 0.55
O -2.16 2.53 0.43
H 3.21 2.35 1.42
H 2.38 3.95 0.96
H 2.12 3.18 2.56
H 0.97 2.43 -0.18
H 0.16 2.62 1.46
H 0.11 -0.78 1.90
H -0.58 0.79 2.34
H -0.81 0.68 -0.60
H -0.90 -1.01 -0.07
H -3.86 1.36 -0.23
H -3.30 0.92 2.65
H -4.86 1.49 1.75
C -1.32 5.62 6.40
C -0.21 4.90 7.17
C 0.08 3.59 6.43
S -0.35 3.88 4.71
O -1.47 3.04 4.37
O 0.86 3.90 3.91
C -0.94 5.55 4.93
H -1.44 6.65 6.74
H -2.27 5.10 6.57
H 0.69 5.52 7.17
H -0.48 4.71 8.21
H 1.13 3.31 6.49
H -0.54 2.78 6.80
H -1.77 5.74 4.26
H -0.11 6.22 4.71
C -5.01 -2.23 -3.39
C -4.08 -3.12 -2.56
C -3.82 -2.39 -1.24
S -5.26 -1.37 -0.94
O -4.87 0.02 -1.00
O -6.00 -1.91 0.19
C -6.12 -1.79 -2.45
H -5.41 -2.77 -4.25
H -4.46 -1.36 -3.76
H -4.56 -4.08 -2.36
H -3.14 -3.32 -3.08
H -3.69 -3.08 -0.41
H -2.95 -1.73 -1.31
H -6.67 -0.92 -2.81
H -6.80 -2.61 -2.23
C 1.88 -3.85 -4.63
C 1.92 -2.88 -3.45
C 0.52 -2.27 -3.32
S -0.63 -3.49 -3.96
O -1.25 -2.96 -5.15
O -1.40 -4.03 -2.87
C 0.61 -4.68 -4.45
H 2.77 -4.48 -4.66
H 1.83 -3.29 -5.57
H 2.17 -3.42 -2.54
H 2.67 -2.10 -3.59
H 0.27 -2.05 -2.28
H 0.41 -1.36 -3.92
H 0.29 -5.19 -5.35
H 0.72 -5.39 -3.63
C 6.84 -0.99 -1.90
C 7.52 -2.30 -1.47
C 6.43 -3.24 -0.96
S 4.93 -2.77 -1.82
O 3.99 -2.25 -0.86
O 4.57 -3.82 -2.75
C 5.63 -1.40 -2.72
H 7.52 -0.35 -2.47
H 6.52 -0.44 -1.01
H 8.02 -2.74 -2.34
H 8.28 -2.13 -0.71
H 6.66 -4.28 -1.18
H 6.26 -3.11 0.11
H 4.89 -0.61 -2.83
H 5.93 -1.77 -3.70

Löwdin population analysis, charges in e, atoms 1 to 4: number 1, C, carries -0.07; number 2, C, carries -0.25; number 3, O, carries -0.15; number 4, C, carries -0.17

The following is a DFT calculation (ωB97M-V with the def2-TZVPD basis set) of C22H44O44S11 as an isolated structure.

The total energy comes out at -8555.047511 Eh. For the energy above the lowest of the compared OMol25 structures with the same formula, charge and spin, the calculation gives 16.6 kcal/mol. The HOMO energy comes out at -10.5 eV. The largest force on an atom comes out at 2.48 eV Å⁻¹. Its HOMO-LUMO gap is 10.273 eV.

Atoms and positions in Å:
C 0.24 -5.22 3.24
C 1.53 -4.45 2.96
O 2.10 -5.33 1.98
S 2.11 -6.81 2.58
O 3.07 -6.87 3.62
O 2.14 -7.76 1.55
O 0.62 -6.61 3.18
H -0.56 -5.04 2.53
H -0.11 -5.01 4.25
H 2.23 -4.48 3.79
H 1.23 -3.50 2.55
C -1.24 1.17 0.09
C -1.39 0.29 -1.15
O -0.17 -0.45 -1.25
S 0.78 -0.27 0.02
O 1.84 0.64 -0.24
O 1.05 -1.58 0.48
O -0.31 0.42 0.92
H -2.09 1.25 0.76
H -0.79 2.12 -0.19
H -1.58 0.89 -2.04
H -2.16 -0.47 -1.03
C -3.35 1.48 -4.75
C -2.10 2.06 -5.40
O -1.83 1.22 -6.53
S -2.81 -0.02 -6.69
O -2.07 -1.21 -6.74
O -3.73 0.26 -7.72
O -3.48 0.13 -5.28
H -4.28 1.93 -5.11
H -3.37 1.36 -3.67
H -1.21 1.93 -4.80
H -2.27 3.08 -5.74
C -1.03 -2.18 5.52
C -0.83 -0.94 6.44
O -1.74 0.02 5.87
S -1.43 -0.10 4.30
O -0.07 0.19 4.08
O -2.43 0.55 3.55
O -1.72 -1.68 4.37
H -1.64 -2.97 5.95
H -0.05 -2.60 5.30
H 0.18 -0.56 6.31
H -1.00 -1.09 7.50
C 1.18 5.61 0.57
C 1.81 4.29 0.07
O 2.74 3.88 1.09
S 2.13 4.41 2.46
O 3.16 4.46 3.42
O 0.89 3.78 2.74
O 1.82 5.84 1.85
H 0.11 5.53 0.70
H 1.37 6.49 -0.03
H 2.37 4.36 -0.86
H 1.10 3.48 -0.05
C 3.21 3.10 -5.11
C 3.81 2.83 -3.72
O 2.72 2.79 -2.80
S 1.31 2.54 -3.50
O 0.32 3.43 -3.04
O 1.00 1.16 -3.46
O 1.80 2.97 -4.95
H 3.55 2.29 -5.75
H 3.45 4.07 -5.52
H 4.48 3.63 -3.39
H 4.34 1.88 -3.69
C -4.16 4.16 1.84
C -5.14 4.95 0.92
O -4.57 4.87 -0.40
S -3.04 4.46 -0.36
O -2.23 5.61 -0.14
O -2.68 3.58 -1.41
O -3.19 3.61 0.97
H -4.68 3.31 2.28
H -3.71 4.84 2.56
H -5.25 5.99 1.19
H -6.08 4.41 0.88
C 4.48 -2.27 -0.86
C 3.72 -3.44 -0.12
O 4.49 -3.77 0.99
S 6.01 -3.35 0.78
O 6.64 -4.36 0.01
O 6.55 -2.92 2.01
O 5.72 -2.12 -0.18
H 3.89 -1.38 -0.67
H 4.55 -2.55 -1.91
H 3.40 -4.24 -0.79
H 2.75 -3.00 0.11
C -7.70 1.78 -1.74
C -6.77 2.63 -2.64
O -5.50 2.45 -2.04
S -5.38 1.09 -1.20
O -5.15 1.44 0.15
O -4.53 0.18 -1.85
O -6.87 0.64 -1.49
H -8.52 1.31 -2.27
H -7.99 2.35 -0.86
H -7.14 3.65 -2.66
H -6.83 2.17 -3.63
C 2.04 -6.64 -2.03
C 1.68 -5.52 -3.03
O 1.02 -4.51 -2.26
S 0.19 -5.24 -1.09
O -1.00 -5.83 -1.59
O 0.12 -4.32 -0.02
O 1.33 -6.31 -0.83
H 3.12 -6.61 -1.90
H 1.72 -7.62 -2.35
H 1.16 -5.81 -3.94
H 2.58 -5.01 -3.38
C 3.43 0.46 2.80
C 3.21 1.19 4.16
O 2.85 0.17 5.10
S 3.15 -1.28 4.53
O 2.15 -2.17 4.97
O 4.51 -1.60 4.77
O 2.94 -0.88 3.02
H 4.48 0.40 2.55
H 2.76 0.88 2.06
H 2.37 1.87 4.11
H 4.12 1.70 4.49

Löwdin population analysis, charges in e, atoms 1 to 4: number 1, C, carries -0.15; number 2, C, carries -0.15; number 3, O, carries -0.23; number 4, S, carries 0.60

The following is a DFT calculation (ωB97M-V with the def2-TZVPD basis set) of a 8-piece molecular cluster, C22H45BBr14FO2 overall.

The charge is -1. The total energy comes out at -37176.756230 Eh. The HOMO energy comes out at -4.3 eV. The largest force on an atom comes out at 0.54 eV Å⁻¹. Its HOMO-LUMO gap is 5.670 eV.

Atoms and positions in Å:
C -0.82 -5.40 2.59
C -0.16 -6.45 1.66
O 1.18 -6.18 1.42
B 1.58 -5.80 0.03
C 3.22 -5.67 0.09
C 1.20 -6.99 -1.09
C 1.76 -8.31 -0.71
O 1.34 -9.04 0.17
C 0.96 -4.29 -0.36
C 0.14 -4.04 -1.62
C -1.21 -4.75 -1.69
F 0.88 -4.37 -2.78
H -1.07 -5.82 3.57
H -0.15 -4.55 2.72
H -1.75 -5.01 2.16
H -0.26 -7.44 2.12
H -0.75 -6.49 0.73
H 3.64 -5.31 -0.86
H 3.47 -4.92 0.85
H 3.72 -6.60 0.38
H 1.65 -6.68 -2.03
H 0.12 -7.15 -1.23
H 2.65 -8.65 -1.28
H 0.35 -3.90 0.45
H 1.82 -3.60 -0.43
H -0.06 -2.97 -1.71
H -1.11 -5.75 -2.12
H -1.90 -4.19 -2.32
H -1.65 -4.81 -0.69
Br 1.52 -0.65 -0.88
C 0.44 0.90 -1.31
C -0.92 0.86 -0.67
Br -2.09 -0.44 -1.52
H 0.37 0.95 -2.39
H 0.99 1.76 -0.95
H -1.41 1.82 -0.77
H -0.88 0.59 0.38
Br -5.29 -2.22 -2.62
C -4.16 -1.99 -4.18
C -4.38 -3.07 -5.20
Br -3.62 -4.77 -4.65
H -3.13 -1.97 -3.82
H -4.42 -1.02 -4.59
H -3.89 -2.81 -6.14
H -5.44 -3.24 -5.39
Br 2.12 6.01 -0.87
C 0.23 5.54 -0.77
C -0.20 5.25 0.64
Br 0.48 3.55 1.31
H 0.10 4.70 -1.45
H -0.31 6.41 -1.14
H -1.28 5.19 0.70
H 0.16 6.00 1.35
Br -0.59 -1.59 2.12
C -1.26 -1.61 3.94
C -1.43 -0.22 4.50
Br 0.28 0.63 4.91
H -0.57 -2.21 4.52
H -2.23 -2.10 3.90
H -1.98 -0.24 5.43
H -1.93 0.44 3.79
Br 0.97 7.06 4.44
C -0.04 5.80 5.52
C -0.79 4.82 4.68
Br -2.32 5.64 3.80
H -0.69 6.40 6.15
H 0.70 5.28 6.14
H -1.18 4.01 5.28
H -0.17 4.40 3.89
Br 1.06 11.46 -0.08
C 0.73 10.37 1.51
C 0.41 8.95 1.16
Br -1.38 8.76 0.42
H -0.07 10.85 2.05
H 1.65 10.42 2.09
H 0.43 8.33 2.06
H 1.10 8.53 0.43
Br 1.05 3.59 -4.23
C 2.98 3.55 -4.02
C 3.63 2.55 -4.95
Br 3.43 0.72 -4.35
H 3.18 3.33 -2.98
H 3.31 4.56 -4.25
H 4.70 2.74 -5.00
H 3.21 2.61 -5.95

Löwdin population analysis, charges in e, atoms 1 to 4: number 1, C, carries -0.09; number 2, C, carries -0.31; number 3, O, carries -0.09; number 4, B, carries -0.75